DFT (ωB97M-V with the def2-TZVPD basis set) results for C36H33N8O5Y as an isolated structure.

Geometry as XYZ:
```
83
Properties=species:S:1:pos:R:3
Y -17.32 -3.95 -7.65
O -18.11 -5.63 -6.68
C -18.71 -5.69 -5.53
O -18.06 -5.86 -4.49
C -20.25 -5.60 -5.49
C -20.76 -5.82 -4.00
C -22.25 -6.22 -4.12
C -22.97 -4.93 -4.45
C -21.79 -3.88 -4.56
O -20.95 -4.42 -3.43
C -20.98 -4.25 -5.81
C -20.12 -2.94 -6.14
O -20.29 -1.92 -5.49
O -19.16 -3.05 -7.01
H -20.63 -6.42 -6.11
H -20.10 -6.28 -3.28
H -22.60 -6.73 -3.13
H -22.32 -7.03 -4.85
H -23.68 -4.51 -3.63
H -23.48 -5.05 -5.36
H -22.07 -2.86 -4.39
H -21.65 -4.46 -6.62
C -17.14 -6.23 -10.47
N -16.69 -6.26 -9.05
C -15.39 -6.81 -8.85
C -14.33 -6.29 -9.72
N -14.40 -5.22 -10.56
C -13.17 -5.06 -11.15
C -12.70 -4.17 -12.11
C -11.46 -4.45 -12.64
C -10.62 -5.61 -12.26
C -11.06 -6.38 -11.20
C -12.37 -6.18 -10.78
N -13.09 -6.88 -9.79
C -18.06 -5.10 -10.63
N -18.37 -4.09 -9.79
C -19.17 -3.23 -10.50
C -19.86 -2.09 -10.07
C -20.84 -1.51 -10.87
C -21.17 -2.16 -12.08
C -20.49 -3.29 -12.61
C -19.45 -3.74 -11.81
N -18.79 -4.96 -11.81
H -16.32 -6.15 -11.24
H -17.66 -7.19 -10.74
H -17.32 -6.86 -8.56
H -15.08 -6.56 -7.84
H -15.33 -7.89 -8.93
H -13.38 -3.35 -12.44
H -11.01 -3.83 -13.44
H -9.66 -5.79 -12.76
H -10.48 -7.15 -10.70
H -12.77 -7.80 -9.42
H -19.66 -1.68 -9.03
H -21.42 -0.68 -10.55
H -22.05 -1.75 -12.59
H -20.97 -3.85 -13.41
H -18.85 -5.57 -12.58
N -15.34 -6.25 -5.15
C -14.56 -5.38 -5.82
C -13.14 -5.54 -5.86
C -12.36 -4.89 -6.80
C -12.90 -3.74 -7.42
C -14.22 -3.49 -7.12
N -15.10 -4.38 -6.54
H -14.79 -6.94 -4.60
H -16.35 -6.16 -5.07
H -12.65 -6.26 -5.21
H -11.29 -5.17 -6.89
H -12.41 -3.18 -8.26
H -14.72 -2.56 -7.41
N -15.94 3.62 -9.64
C -16.13 2.48 -9.47
C -16.54 1.12 -9.13
C -15.99 0.11 -9.94
C -16.15 -1.20 -9.57
C -16.72 -1.53 -8.35
C -17.36 -0.53 -7.58
C -17.22 0.78 -7.93
H -15.44 0.41 -10.83
H -15.75 -1.95 -10.22
H -17.92 -0.84 -6.72
H -17.44 1.60 -7.25
```

* multiplicity: 1
* E_LUMO: -0.3 eV
* energy relative to the best compared isomer or geometry (same formula, charge and spin): 1.745 eV
* molecular weight: 746.617 g mol⁻¹
* calculated total energy: -61071.8205 eV

DFT (ωB97M-V with the def2-TZVPD basis set) results for C36H34Br4NO2PW as an isolated structure.

Geometry as XYZ:
```
79
Properties=species:S:1:pos:R:3
W 0.22 0.94 -0.09
C 3.66 1.53 0.91
C 2.22 1.95 0.95
C 1.67 2.73 -0.09
C 2.48 3.02 -1.33
C 0.34 3.29 0.02
C -0.14 4.26 -1.02
C -0.41 2.97 1.18
C -1.73 3.65 1.43
C 0.03 1.97 2.07
C -0.83 1.57 3.25
C 1.38 1.45 1.96
C 1.94 0.57 3.05
H 4.23 2.10 0.20
H 3.74 0.47 0.65
H 4.11 1.68 1.90
H 1.84 3.21 -2.19
H 3.15 2.21 -1.58
H 3.09 3.92 -1.17
H 0.62 5.02 -1.20
H -1.04 4.78 -0.73
H -0.32 3.75 -1.97
H -2.27 3.89 0.52
H -1.53 4.61 1.92
H -2.38 3.08 2.08
H -1.86 1.36 2.95
H -0.85 2.38 3.98
H -0.45 0.69 3.75
H 2.17 1.19 3.93
H 2.85 0.08 2.74
H 1.24 -0.20 3.37
Br 1.82 -0.27 -6.74
C 1.88 -0.19 -4.86
C 2.99 -0.70 -4.16
Br 4.44 -1.44 -5.10
C 3.04 -0.68 -2.77
Br 4.47 -1.37 -1.77
C 1.96 -0.14 -2.07
O 1.80 -0.11 -0.77
C 0.88 0.39 -2.79
O -0.04 0.92 -1.97
C 0.81 0.37 -4.17
Br -0.72 1.05 -5.00
N -2.04 1.02 -0.35
C -2.81 0.33 0.68
C -4.02 0.82 1.12
C -4.70 0.15 2.13
C -4.18 -1.01 2.68
C -2.98 -1.52 2.20
C -2.28 -0.85 1.21
P -0.71 -1.35 0.47
C -1.11 -2.01 -1.18
C -0.05 -2.59 -1.88
C -0.24 -3.02 -3.18
C -1.48 -2.86 -3.80
C -2.54 -2.30 -3.09
C -2.36 -1.88 -1.78
C 0.11 -2.67 1.35
C -0.54 -3.89 1.54
C 0.13 -4.91 2.19
C 1.44 -4.73 2.62
C 2.10 -3.53 2.39
C 1.43 -2.49 1.75
H -2.36 1.98 -0.44
H -2.22 0.60 -1.27
H -4.44 1.73 0.69
H -5.65 0.53 2.49
H -4.71 -1.53 3.47
H -2.57 -2.43 2.63
H 0.91 -2.73 -1.39
H 0.58 -3.48 -3.72
H -1.62 -3.19 -4.81
H -3.51 -2.21 -3.56
H -3.21 -1.48 -1.24
H -1.54 -4.05 1.17
H -0.36 -5.86 2.35
H 1.96 -5.53 3.12
H 3.13 -3.40 2.69
H 1.94 -1.57 1.51
```

* multiplicity: 1
* E_LUMO (spin up / spin down): -7.1 / -7.1 eV
* charge: +2
* molecular weight: 1047.103 g mol⁻¹
* calculated total energy: -334742.1278 eV

DFT (ωB97M-V with the def2-TZVPD basis set) results for C36H34I2N6SeY as an isolated structure.

Geometry as XYZ:
```
80
Properties=species:S:1:pos:R:3
Y -0.84 -1.36 -0.68
N -2.02 -1.30 -3.18
C -3.38 -1.31 -2.72
C -4.19 -2.41 -2.95
C -5.49 -2.44 -2.47
C -5.99 -1.35 -1.77
C -5.18 -0.25 -1.54
C -3.86 -0.21 -1.99
C -3.01 0.97 -1.72
C -3.56 2.24 -1.95
C -2.81 3.39 -1.75
C -1.50 3.29 -1.33
C -0.95 2.03 -1.09
C -1.68 0.86 -1.26
H -1.83 -2.15 -3.71
H -1.85 -0.50 -3.78
H -3.80 -3.25 -3.51
H -6.11 -3.30 -2.66
H -7.00 -1.36 -1.39
H -5.55 0.58 -0.96
H -4.58 2.32 -2.31
H -3.24 4.37 -1.95
H -0.89 4.18 -1.20
H 0.09 2.00 -0.77
Se 5.93 -5.23 -2.02
N 5.17 -4.68 -0.53
C 4.23 -3.84 -0.86
C 3.35 -3.19 0.10
C 3.47 -3.41 1.47
C 2.59 -2.78 2.32
C 1.58 -2.00 1.77
N 1.44 -1.80 0.47
C 2.34 -2.34 -0.37
C 2.25 -2.01 -1.80
N 1.35 -1.08 -2.18
C 1.28 -0.75 -3.46
C 2.03 -1.36 -4.45
C 2.95 -2.32 -4.09
C 3.09 -2.63 -2.73
C 4.08 -3.58 -2.26
N 4.90 -4.23 -3.05
H 4.25 -4.07 1.83
H 2.66 -2.90 3.39
H 0.84 -1.54 2.41
H 0.58 0.04 -3.70
H 1.90 -1.07 -5.49
H 3.56 -2.84 -4.81
I -3.14 -2.46 0.78
I -0.43 -4.11 -1.71
C 2.61 4.55 3.79
C 2.21 3.47 2.82
C 2.96 3.22 1.66
C 2.66 2.19 0.76
C 3.49 1.97 -0.48
C 1.57 1.41 1.03
C 0.71 1.65 2.17
C 1.09 2.72 3.05
N -0.31 0.84 2.26
C -1.41 0.91 3.16
C -2.62 1.24 2.24
C -1.41 1.93 4.31
C -1.58 -0.50 3.76
H 3.56 5.00 3.51
H 2.70 4.14 4.79
H 1.85 5.34 3.82
H 3.83 3.85 1.45
H 4.52 2.28 -0.31
H 3.09 2.56 -1.31
H 3.47 0.93 -0.78
H 1.33 0.59 0.37
H 0.52 2.92 3.94
H -2.58 2.28 1.92
H -3.54 1.06 2.80
H -2.64 0.61 1.35
H -1.36 2.96 3.95
H -0.59 1.73 5.01
H -2.34 1.81 4.86
H -1.45 -1.28 3.00
H -2.57 -0.61 4.18
H -0.84 -0.66 4.56
```

* multiplicity: 1
* E_LUMO: -6.3 eV
* energy relative to the best compared isomer or geometry (same formula, charge and spin): 1.308 eV
* charge: +1
* molecular weight: 972.384 g mol⁻¹
* calculated total energy: -129412.5925 eV

DFT (ωB97M-V with the def2-TZVPD basis set) results for C36H34N3OOsSSi as an isolated structure.

Geometry as XYZ:
```
77
Properties=species:S:1:pos:R:3
Os -0.27 -0.34 0.10
S -2.63 -3.88 1.41
C -2.61 -2.83 2.76
C -1.91 -1.69 2.53
C -1.38 -1.63 1.21
C -1.68 -2.77 0.51
C -1.14 -2.97 -0.82
C -1.38 -4.05 -1.65
C -0.75 -4.11 -2.89
C 0.09 -3.08 -3.27
C 0.29 -2.02 -2.40
N -0.30 -1.97 -1.20
H -3.12 -3.13 3.67
H -1.77 -0.93 3.29
H -2.05 -4.83 -1.33
H -0.92 -4.95 -3.54
H 0.59 -3.07 -4.22
H 0.92 -1.18 -2.66
C 3.68 -1.49 -0.31
Si 2.48 -1.95 1.08
C 3.59 -2.39 2.53
C 1.73 -3.60 0.61
N 1.32 -0.62 1.33
C 1.24 0.18 2.49
C 1.95 -0.02 3.68
C 1.82 0.84 4.76
C 0.99 1.94 4.71
C 0.25 2.16 3.56
C 0.38 1.28 2.51
O -0.35 1.45 1.31
C -1.49 2.30 1.37
C -1.46 3.46 0.62
C -2.58 4.28 0.63
C -3.69 3.93 1.39
C -3.68 2.77 2.15
C -2.58 1.94 2.14
H 4.60 -2.06 -0.12
H 4.00 -0.45 -0.34
H 3.33 -1.78 -1.30
H 4.22 -3.18 2.13
H 3.05 -2.81 3.38
H 4.24 -1.59 2.87
H 2.58 -4.29 0.55
H 1.25 -3.62 -0.36
H 1.04 -3.98 1.36
H 2.60 -0.86 3.79
H 2.40 0.63 5.66
H 0.91 2.62 5.55
H -0.42 3.01 3.49
H -0.59 3.70 0.03
H -2.59 5.18 0.04
H -4.56 4.58 1.40
H -4.55 2.50 2.74
H -2.55 1.02 2.71
N 1.42 0.81 -0.90
C 1.54 1.23 -2.28
C 2.79 1.18 -2.89
C 2.95 1.57 -4.21
C 1.84 2.00 -4.92
C 0.59 2.03 -4.31
C 0.41 1.65 -2.98
C -0.95 1.60 -2.39
C -2.00 2.29 -3.00
C -3.32 2.09 -2.63
C -3.62 1.17 -1.64
C -2.59 0.54 -0.96
C -1.25 0.77 -1.31
H 1.49 1.63 -0.29
H 2.25 0.27 -0.67
H 3.64 0.83 -2.32
H 3.92 1.53 -4.67
H 1.94 2.30 -5.95
H -0.26 2.33 -4.90
H -1.79 3.01 -3.78
H -4.11 2.64 -3.12
H -4.65 0.98 -1.35
H -2.84 -0.10 -0.11
```

* multiplicity: 1
* E_LUMO (spin up / spin down): -4.0 / -4.0 eV
* energy relative to the best compared isomer or geometry (same formula, charge and spin): 0.000 eV
* charge: +1
* molecular weight: 775.071 g mol⁻¹
* calculated total energy: -65577.7851 eV

DFT (ωB97M-V with the def2-TZVPD basis set) results for C36H35AsN7S4W as an isolated structure.

Geometry as XYZ:
```
84
Properties=species:S:1:pos:R:3
W -0.73 1.90 0.31
S -1.28 6.20 2.24
C -1.12 4.73 1.56
S -2.07 3.32 1.88
S 0.09 4.25 0.40
S -2.24 2.63 -1.28
C -2.58 1.53 -2.63
C -3.47 1.95 -3.62
C -3.76 1.12 -4.69
C -3.17 -0.13 -4.80
C -2.28 -0.56 -3.82
C -2.00 0.27 -2.74
As -0.84 -0.22 -1.28
C 0.47 -1.27 -2.26
C 1.54 -0.63 -2.89
C 2.46 -1.36 -3.63
C 2.31 -2.74 -3.76
C 1.23 -3.37 -3.18
C 0.31 -2.64 -2.44
C -1.92 -1.51 -0.33
C -1.47 -2.61 0.28
C -2.34 -3.43 1.14
C -3.59 -3.08 1.40
C -4.20 -1.82 0.87
C -3.29 -0.98 -0.07
H -3.93 2.93 -3.54
H -4.44 1.46 -5.46
H -3.39 -0.77 -5.64
H -1.81 -1.53 -3.89
H 1.66 0.44 -2.83
H 3.28 -0.85 -4.12
H 3.03 -3.31 -4.34
H 1.08 -4.44 -3.31
H -0.55 -3.15 -2.02
H -0.45 -2.94 0.14
H -1.93 -4.35 1.54
H -4.22 -3.72 2.02
H -5.18 -2.03 0.44
H -3.77 -0.69 -1.00
N 2.14 2.95 2.32
C 1.45 1.99 2.93
N 1.98 1.52 4.07
C 1.25 0.63 4.73
N 1.77 0.11 5.86
N 0.04 0.20 4.35
C -0.35 0.65 3.17
N 0.32 1.47 2.35
C -1.67 0.21 2.70
C -2.55 -0.50 3.62
C -3.77 -0.86 3.25
C -4.26 -0.61 1.87
C -3.30 0.20 0.96
N -1.96 0.54 1.49
H 2.87 3.38 2.87
H 1.68 3.51 1.60
H 2.58 0.55 6.26
H 1.17 -0.44 6.44
H -2.16 -0.67 4.61
H -4.43 -1.36 3.95
H -5.25 -0.16 1.91
H -3.72 1.12 0.58
C 4.37 -1.19 1.68
N 3.49 -0.96 0.50
C 2.81 -2.21 0.09
C 2.53 0.19 0.75
C 2.48 1.18 -0.39
C 3.67 1.43 -1.08
C 3.71 2.27 -2.17
C 2.54 2.90 -2.57
C 1.38 2.72 -1.83
C 1.30 1.88 -0.69
H 5.03 -2.03 1.48
H 3.74 -1.42 2.54
H 4.95 -0.30 1.88
H 4.08 -0.68 -0.29
H 2.18 -2.54 0.92
H 3.55 -2.97 -0.13
H 2.20 -2.01 -0.79
H 2.90 0.67 1.65
H 1.55 -0.24 0.95
H 4.61 0.99 -0.76
H 4.64 2.44 -2.70
H 2.53 3.55 -3.43
H 0.50 3.26 -2.15
```

* multiplicity: 1
* E_LUMO (spin up / spin down): -3.5 / -3.5 eV
* energy relative to the best compared isomer or geometry (same formula, charge and spin): 2.161 eV
* charge: +1
* molecular weight: 952.755 g mol⁻¹
* calculated total energy: -154331.5440 eV

DFT (ωB97M-V with the def2-TZVPD basis set) results for a 2-piece molecular cluster, C36H35BF6N3 overall.

Geometry as XYZ:
```
81
Properties=species:S:1:pos:R:3
C -1.36 -4.62 0.86
C -1.53 -3.17 1.11
N -1.46 -2.76 2.40
B -1.24 -3.70 3.63
H -1.10 -3.30 5.41
C -1.51 -1.44 2.66
C -1.33 -0.95 4.06
C -1.74 -0.54 1.64
C -1.90 -0.90 0.32
C -1.76 -2.26 0.11
H -1.43 -4.79 -0.23
H -0.37 -4.98 1.20
H -2.14 -5.21 1.35
H -2.11 -4.58 3.71
H -0.12 -4.27 3.64
H -1.37 0.16 4.08
H -2.11 -1.38 4.71
H -0.36 -1.29 4.44
H -1.82 0.49 1.89
H -2.11 -0.21 -0.51
H -1.82 -2.71 -0.86
F -5.87 -4.27 13.07
C -5.67 -4.79 11.81
F -4.39 -5.27 11.77
F -6.47 -5.87 11.63
C -5.94 -3.78 10.75
N -5.76 -4.29 9.38
C -6.90 -4.72 8.66
C -8.07 -3.95 8.56
C -9.24 -4.52 7.94
C -9.20 -5.86 7.49
C -8.02 -6.56 7.52
C -6.86 -6.01 8.09
C -4.52 -4.15 8.82
C -4.22 -4.66 7.54
C -2.97 -4.48 6.96
C -2.08 -3.53 7.45
C -0.90 -3.20 6.58
C -0.32 -1.85 7.02
C 1.06 -1.67 7.05
C 1.62 -0.45 7.34
C 0.80 0.70 7.42
N 1.37 1.97 7.37
C 2.78 2.16 7.72
C 2.88 2.33 9.19
F 4.14 2.54 9.66
F 2.09 3.38 9.56
F 2.37 1.24 9.85
C 0.66 3.15 7.03
C -0.52 3.50 7.73
C -1.15 4.70 7.52
C -0.68 5.57 6.54
C 0.47 5.23 5.78
C 1.17 4.05 6.08
C -0.58 0.49 7.44
C -1.14 -0.75 7.41
C -2.36 -3.04 8.75
C -3.51 -3.41 9.43
H -6.99 -3.42 10.80
H -5.20 -2.96 10.87
H -8.12 -2.92 8.91
H -10.16 -3.95 7.87
H -10.12 -6.32 7.08
H -7.95 -7.59 7.15
H -5.94 -6.54 8.12
H -5.00 -5.16 6.96
H -2.73 -5.05 6.06
H -0.04 -4.01 6.80
H 1.71 -2.56 6.95
H 2.70 -0.38 7.37
H 3.36 1.30 7.38
H 3.12 3.09 7.24
H -0.91 2.78 8.46
H -2.02 4.97 8.14
H -1.20 6.51 6.33
H 0.83 5.90 4.99
H 2.11 3.82 5.54
H -1.27 1.36 7.46
H -2.23 -0.86 7.75
H -1.69 -2.33 9.25
H -3.60 -2.99 10.43
```

* multiplicity: 1
* E_LUMO: -4.3 eV
* charge: +1
* molecular weight: 634.497 g mol⁻¹
* calculated total energy: -59343.9976 eV

Repeat the fifth record exactly.
DFT (ωB97M-V with the def2-TZVPD basis set) results for C36H35AsN7S4W as an isolated structure.

Geometry as XYZ:
```
84
Properties=species:S:1:pos:R:3
W -0.73 1.90 0.31
S -1.28 6.20 2.24
C -1.12 4.73 1.56
S -2.07 3.32 1.88
S 0.09 4.25 0.40
S -2.24 2.63 -1.28
C -2.58 1.53 -2.63
C -3.47 1.95 -3.62
C -3.76 1.12 -4.69
C -3.17 -0.13 -4.80
C -2.28 -0.56 -3.82
C -2.00 0.27 -2.74
As -0.84 -0.22 -1.28
C 0.47 -1.27 -2.26
C 1.54 -0.63 -2.89
C 2.46 -1.36 -3.63
C 2.31 -2.74 -3.76
C 1.23 -3.37 -3.18
C 0.31 -2.64 -2.44
C -1.92 -1.51 -0.33
C -1.47 -2.61 0.28
C -2.34 -3.43 1.14
C -3.59 -3.08 1.40
C -4.20 -1.82 0.87
C -3.29 -0.98 -0.07
H -3.93 2.93 -3.54
H -4.44 1.46 -5.46
H -3.39 -0.77 -5.64
H -1.81 -1.53 -3.89
H 1.66 0.44 -2.83
H 3.28 -0.85 -4.12
H 3.03 -3.31 -4.34
H 1.08 -4.44 -3.31
H -0.55 -3.15 -2.02
H -0.45 -2.94 0.14
H -1.93 -4.35 1.54
H -4.22 -3.72 2.02
H -5.18 -2.03 0.44
H -3.77 -0.69 -1.00
N 2.14 2.95 2.32
C 1.45 1.99 2.93
N 1.98 1.52 4.07
C 1.25 0.63 4.73
N 1.77 0.11 5.86
N 0.04 0.20 4.35
C -0.35 0.65 3.17
N 0.32 1.47 2.35
C -1.67 0.21 2.70
C -2.55 -0.50 3.62
C -3.77 -0.86 3.25
C -4.26 -0.61 1.87
C -3.30 0.20 0.96
N -1.96 0.54 1.49
H 2.87 3.38 2.87
H 1.68 3.51 1.60
H 2.58 0.55 6.26
H 1.17 -0.44 6.44
H -2.16 -0.67 4.61
H -4.43 -1.36 3.95
H -5.25 -0.16 1.91
H -3.72 1.12 0.58
C 4.37 -1.19 1.68
N 3.49 -0.96 0.50
C 2.81 -2.21 0.09
C 2.53 0.19 0.75
C 2.48 1.18 -0.39
C 3.67 1.43 -1.08
C 3.71 2.27 -2.17
C 2.54 2.90 -2.57
C 1.38 2.72 -1.83
C 1.30 1.88 -0.69
H 5.03 -2.03 1.48
H 3.74 -1.42 2.54
H 4.95 -0.30 1.88
H 4.08 -0.68 -0.29
H 2.18 -2.54 0.92
H 3.55 -2.97 -0.13
H 2.20 -2.01 -0.79
H 2.90 0.67 1.65
H 1.55 -0.24 0.95
H 4.61 0.99 -0.76
H 4.64 2.44 -2.70
H 2.53 3.55 -3.43
H 0.50 3.26 -2.15
```

* multiplicity: 1
* E_LUMO (spin up / spin down): -3.5 / -3.5 eV
* energy relative to the best compared isomer or geometry (same formula, charge and spin): 2.161 eV
* charge: +1
* molecular weight: 952.755 g mol⁻¹
* calculated total energy: -154331.5440 eV